{"formula": "C3H5N2O", "method": "ωB97M-V with the def2-TZVPD basis set", "symbols": ["C", "C", "C", "N", "N", "O", "H", "H", "H", "H", "H"], "positions_angstrom": [[1.04205, 0.27972, -0.37344], [-1.91471, 0.06819, 0.56617], [1.11212, -0.66122, 0.64949], [-1.64310, 0.28983, -0.60743], [1.37467, 0.90029, -1.28327], [-2.08372, -0.05490, 1.69694], [0.39002, -1.47109, 0.49149], [0.83595, -0.12397, 1.56422], [2.14817, -1.09091, 0.71228], [-2.40985, 0.43345, -1.26747], [1.14842, 1.43062, -2.14898]], "charge": 1, "homo_lumo_gap_ev": 10.446, "e_lumo_ev": -4.8956}

{"formula": "C7H15FOS", "method": "ωB97M-V with the def2-TZVPD basis set", "symbols": ["C", "C", "C", "C", "C", "C", "C", "O", "F", "S", "H", "H", "H", "H", "H", "H", "H", "H", "H", "H", "H", "H", "H", "H", "H"], "positions_angstrom": [[-0.71509, 0.39641, -2.65880], [-1.85870, -0.91918, 0.54088], [0.42495, 0.81640, 1.87038], [3.29066, -0.74281, 1.01027], [-0.55880, 0.77131, -1.17744], [-0.53568, -0.44651, -0.20829], [0.57607, -0.33785, 0.81251], [2.03802, -1.02057, -1.29805], [0.58378, -1.49194, 1.48351], [2.11994, -0.07983, -0.17471], [-1.56999, -0.28398, -2.73579], [0.03685, -0.39227, -2.95070], [-0.81147, 1.35829, -3.23916], [-1.88219, -0.62762, 1.63521], [-1.89558, -1.98610, 0.56902], [-2.71258, -0.71633, -0.05501], [0.87526, 1.74855, 1.60769], [-0.57133, 0.94361, 2.16916], [0.89761, 0.48897, 2.83284], [4.30149, -0.86138, 0.34727], [2.97217, -1.60847, 1.51357], [3.35014, 0.04660, 1.67508], [0.34070, 1.33722, -0.97118], [-1.36518, 1.59854, -0.80504], [-0.33808, -1.32409, -0.86030]], "homo_lumo_gap_ev": 9.689, "e_lumo_ev": 0.7219}

{"formula": "C3H3NO3", "method": "ωB97M-V with the def2-TZVPD basis set", "symbols": ["H", "N", "C", "C", "O", "O", "C", "O", "H", "H"], "positions_angstrom": [[-0.38064, 2.01331, -1.39027], [-1.06571, 1.48031, -0.85117], [-0.49546, 0.46603, -0.36450], [-1.32605, -0.52092, 0.40812], [-0.89247, -1.56252, 0.83227], [0.80625, 0.15279, -0.61954], [1.67151, -0.45459, 0.28828], [2.37522, 0.20527, 0.98451], [-2.38267, -0.23136, 0.51121], [1.69002, -1.54833, 0.20109]], "homo_lumo_gap_ev": 10.522, "smiles": "[H]/N=C(/C=O)OC=O", "e_lumo_ev": -0.5182}

{"formula": "C6H8N2O2", "method": "ωB97M-V with the def2-TZVPD basis set", "symbols": ["O", "C", "C", "C", "N", "C", "O", "N", "H", "H", "H", "H", "C", "C", "H", "H", "H", "H"], "positions_angstrom": [[0.79719, 2.95154, 2.33639], [0.52275, 1.89426, 1.70965], [0.88074, 0.54524, 2.12213], [1.07591, -0.37514, 1.17408], [0.85447, -0.13459, -0.10257], [0.12919, 1.01934, -0.57659], [-0.12487, 1.10139, -1.74182], [-0.06759, 1.95340, 0.50929], [1.05395, 0.38034, 3.14579], [1.28931, -1.43464, 1.46484], [0.99491, -0.81369, -0.74322], [-0.55006, 2.81573, 0.27839], [-0.82163, -1.09873, -1.79952], [-1.30486, -2.25987, -1.35207], [-1.52285, -0.53371, -2.40952], [0.08200, -0.63666, -1.89634], [-2.42101, -2.51404, -1.48942], [-0.86754, -2.86015, -0.62951]], "homo_lumo_gap_ev": 9.898, "smiles": "O=c1cc[nH]c(=O)[nH]1.C=C", "e_lumo_ev": 0.5340}

{"formula": "C47H45GeN2O5ScSe", "method": "ωB97M-V with the def2-TZVPD basis set", "symbols": ["Sc", "O", "C", "C", "O", "O", "C", "C", "C", "C", "C", "C", "C", "C", "C", "C", "C", "C", "H", "H", "H", "H", "H", "H", "H", "H", "H", "H", "H", "C", "Ge", "C", "C", "C", "C", "C", "C", "C", "C", "C", "C", "C", "C", "C", "C", "C", "C", "H", "H", "H", "H", "H", "H", "H", "H", "H", "H", "H", "H", "H", "H", "H", "C", "C", "C", "C", "C", "C", "Se", "C", "C", "C", "H", "H", "H", "H", "H", "H", "H", "H", "H", "H", "H", "O", "C", "N", "C", "O", "C", "C", "C", "C", "N", "C", "H", "H", "H", "H", "H", "H", "H", "H"], "positions_angstrom": [[0.36197, 0.34156, 0.80609], [-1.67818, 0.86015, 2.14722], [-1.35223, 1.87248, 3.12271], [0.14399, 1.64273, 3.46813], [0.77489, 2.27802, 4.26816], [0.67758, 0.74905, 2.66333], [-2.29244, 1.76523, 4.29899], [-3.64803, 1.99013, 4.05341], [-4.57812, 1.83687, 5.06569], [-4.15754, 1.47411, 6.33656], [-2.81217, 1.26719, 6.58782], [-1.87624, 1.40985, 5.57371], [-1.34953, 3.23195, 2.42755], [-1.10408, 3.31718, 1.05739], [-0.96761, 4.55090, 0.43933], [-1.07988, 5.71073, 1.18798], [-1.32921, 5.63138, 2.54786], [-1.45992, 4.39995, 3.17037], [-2.54053, 0.47620, 2.34273], [-3.97155, 2.30790, 3.06910], [-5.62547, 2.01139, 4.86639], [-4.87996, 1.35950, 7.13255], [-2.48272, 0.99173, 7.57915], [-0.82846, 1.25756, 5.78602], [-1.11122, 2.41786, 0.43344], [-0.80074, 4.60178, -0.62827], [-0.98790, 6.67629, 0.71145], [-1.42181, 6.53463, 3.13391], [-1.63655, 4.34375, 4.23418], [-3.52695, 0.93866, -0.40110], [-1.88075, -0.05339, -0.87022], [-1.39630, 0.38514, -2.72363], [-2.31011, 0.91499, -3.63559], [-1.92745, 1.25535, -4.91907], [-0.61169, 1.08446, -5.32454], [0.31951, 0.58350, -4.42806], [-0.07531, 0.25593, -3.14229], [-2.44735, -1.91624, -0.48805], [-2.08524, -2.43602, 0.72039], [-2.47526, -3.71456, 1.16110], [-3.25839, -4.48805, 0.35626], [-3.69697, -3.99446, -0.89742], [-4.52499, -4.77841, -1.73598], [-4.96130, -4.29716, -2.93679], [-4.58533, -3.00445, -3.35002], [-3.78099, -2.23364, -2.56023], [-3.30844, -2.70207, -1.31268], [-4.25505, 0.80921, -1.20230], [-3.37855, 2.00591, -0.24449], [-3.96127, 0.50548, 0.49896], [-3.34599, 1.06015, -3.34973], [-2.66000, 1.65547, -5.60632], [-0.31604, 1.34832, -6.32980], [1.35110, 0.44374, -4.72339], [0.67725, -0.13604, -2.46569], [-1.48231, -1.85340, 1.42837], [-2.14763, -4.07281, 2.12723], [-3.56796, -5.47816, 0.65954], [-4.80997, -5.76830, -1.40460], [-5.59500, -4.90096, -3.57085], [-4.93238, -2.62193, -4.30012], [-3.48640, -1.25077, -2.90188], [3.62281, -2.91946, -5.91087], [3.03107, -2.66143, -4.56115], [1.75458, -3.10478, -4.24487], [1.19060, -2.90526, -2.99371], [-0.17815, -3.42980, -2.72231], [1.94029, -2.19398, -2.03652], [1.18259, -2.03714, -0.25803], [3.24972, -1.75359, -2.31536], [4.12563, -1.07708, -1.31693], [3.76250, -2.00079, -3.58125], [2.85137, -3.16921, -6.63697], [4.32937, -3.75045, -5.87438], [4.16581, -2.04738, -6.27588], [1.17520, -3.62844, -4.99403], [-0.55858, -3.98935, -3.57515], [-0.87611, -2.61320, -2.52790], [-0.19653, -4.08254, -1.84853], [3.64326, -0.18881, -0.90902], [5.06151, -0.76862, -1.77923], [4.37538, -1.73616, -0.48457], [4.76863, -1.66885, -3.80337], [5.41950, -0.85469, 5.20783], [6.24596, -0.06008, 4.39355], [5.36881, 0.60480, 3.46502], [5.68879, 0.78658, 2.16726], [6.76373, 0.51384, 1.67343], [4.59268, 1.36547, 1.30972], [4.87722, 2.38692, 0.41035], [3.86684, 2.87083, -0.40084], [2.61056, 2.29083, -0.31482], [2.34117, 1.28250, 0.52339], [3.31219, 0.83929, 1.33683], [5.94913, -1.23756, 5.91348], [6.95361, -0.65331, 3.80611], [6.79588, 0.67347, 4.99898], [4.48228, 0.93205, 3.81830], [5.88228, 2.78216, 0.35627], [4.03303, 3.67765, -1.09824], [1.79812, 2.63258, -0.94849], [3.05444, 0.03951, 2.02187]], "charge": 1, "homo_lumo_gap_ev": [6.988, 4.565], "spin_multiplicity": 2, "e_lumo_ev": [-3.2752, -5.5177]}

{"formula": "C40H27MnN7O6S3", "method": "ωB97M-V with the def2-TZVPD basis set", "symbols": ["Mn", "O", "C", "N", "C", "C", "C", "C", "C", "C", "N", "C", "O", "C", "C", "C", "C", "C", "N", "C", "C", "C", "C", "C", "N", "H", "H", "H", "H", "H", "H", "H", "H", "H", "H", "H", "H", "O", "S", "O", "N", "C", "C", "C", "C", "C", "C", "C", "C", "N", "C", "C", "C", "C", "C", "C", "C", "H", "H", "H", "H", "H", "H", "H", "H", "H", "H", "H", "O", "S", "O", "N", "C", "S", "C", "C", "C", "C", "C", "C", "H", "H", "H", "H"], "positions_angstrom": [[0.07145, -0.90349, 0.10042], [0.61433, -1.48165, 4.02825], [0.26435, -1.13322, 2.90102], [0.42221, -1.79567, 1.73010], [0.93493, -3.06195, 1.60077], [1.19637, -3.98588, 2.61319], [1.68607, -5.23490, 2.28162], [1.93645, -5.58142, 0.96121], [1.66106, -4.68436, -0.06151], [1.16441, -3.44128, 0.26163], [-0.53891, -2.40181, -0.95115], [-0.93666, -2.13529, -2.29763], [-1.30734, -3.07340, -3.03060], [-0.87659, -0.75867, -2.62022], [-1.29164, -0.23535, -3.86709], [-1.21475, 1.10641, -4.09620], [-0.71660, 1.93835, -3.06811], [-0.32935, 1.37121, -1.86807], [-0.40842, 0.06910, -1.60729], [-0.46534, 0.14388, 2.64025], [-0.78802, 1.02507, 3.66489], [-1.56078, 2.13709, 3.39028], [-2.02669, 2.30265, 2.08609], [-1.65951, 1.39667, 1.11318], [-0.85756, 0.34785, 1.34600], [0.99835, -3.71644, 3.63885], [1.86001, -5.95859, 3.06911], [2.34506, -6.55134, 0.71408], [1.80399, -4.94838, -1.10000], [-1.67416, -0.93973, -4.59278], [-1.51842, 1.53269, -5.04515], [-0.63611, 3.00482, -3.20178], [0.05902, 1.99374, -1.06871], [-0.43291, 0.80875, 4.66189], [-1.79934, 2.85671, 4.15812], [-2.66087, 3.13669, 1.82553], [-2.02200, 1.50131, 0.09561], [-1.70424, -5.86400, -1.62428], [-1.61858, -4.55999, -0.93751], [-1.66969, -4.70933, 0.52638], [0.78788, -2.45976, -0.72280], [1.79464, -2.12622, -1.69954], [2.03487, -2.74916, -2.92152], [3.11488, -2.31549, -3.67743], [3.96357, -1.31699, -3.22624], [3.71911, -0.64233, -2.01339], [4.51080, 0.38703, -1.47248], [4.14141, 0.94692, -0.25068], [2.97104, 0.55959, 0.37006], [2.15899, -0.37912, -0.14428], [2.56851, -1.02665, -1.27674], [-3.21851, -3.72002, -1.35051], [-3.97823, -4.21361, -2.38862], [-5.05241, -3.48008, -2.86309], [-5.34609, -2.25160, -2.29258], [-4.58946, -1.77656, -1.23274], [-3.51523, -2.51135, -0.75396], [1.37981, -3.52595, -3.28452], [3.28916, -2.76444, -4.64583], [4.82661, -1.04141, -3.81583], [5.40601, 0.71100, -1.98613], [4.76434, 1.69559, 0.21366], [2.64659, 1.00195, 1.30267], [-3.69852, -5.16035, -2.82216], [-5.63415, -3.84077, -3.70294], [-6.15810, -1.65320, -2.68561], [-4.81318, -0.81063, -0.80290], [-2.89855, -2.14707, 0.06026], [0.62948, 4.50506, 5.44672], [1.52199, 4.92629, 4.38902], [2.77859, 5.47864, 4.84624], [1.73077, 3.77082, 3.25692], [1.22282, 4.15125, 2.11086], [1.24966, 3.24627, 0.70289], [0.61408, 5.48102, 2.08285], [0.01793, 6.12173, 1.00275], [-0.45758, 7.40552, 1.18740], [-0.34963, 8.03791, 2.42519], [0.22449, 7.38466, 3.51258], [0.69756, 6.11347, 3.31927], [-0.03952, 5.61119, 0.05271], [-0.90237, 7.94624, 0.36125], [-0.71460, 9.04981, 2.53973], [0.29697, 7.86393, 4.47911]], "charge": -2, "homo_lumo_gap_ev": [4.000, 6.512], "spin_multiplicity": 6, "e_lumo_ev": [3.9955, 3.5427]}

Values for ΔE to the lowest compared entry with this formula, charge and spin, kcal/mol, ordered as above
43.2 29.6 42.1 65.3 34.5 166.2